Record 1
The following is a quantum chemistry calculation of a 10-piece molecular cluster, C34H44N10 overall at a distorted geometry, from the Open Molecules 2025 dataset.

Geometry as XYZ:
```
88
Properties=species:S:1:pos:R:3:forces:R:3:lowdin_charge:R:1
C 9.2369 28.4645 5.7508 2.22 -4.41 -0.40 -0.19
C 9.2164 29.6391 6.3841 -2.53 3.91 0.32 -0.12
C 8.1095 30.2823 5.8232 -0.08 0.58 -0.67 -0.13
N 7.5943 29.4920 4.8112 -0.10 0.03 0.84 0.00
C 8.2673 28.2956 4.7954 0.13 0.68 0.32 -0.11
H 10.0014 27.7813 6.0901 -0.15 -0.71 -0.62 0.10
H 9.8433 30.0679 7.1519 0.00 -0.33 -0.09 0.10
H 7.6646 31.2539 5.9791 0.16 -0.01 0.09 0.10
H 6.7724 29.7079 4.2653 0.22 0.00 0.22 0.15
H 7.9968 27.4549 4.1737 0.10 0.24 0.01 0.11
C 5.6754 28.0396 13.4333 0.38 2.08 -1.52 -0.10
C 5.1764 29.2627 14.0035 0.06 -0.96 0.09 -0.12
C 5.6216 30.3094 13.2378 0.01 0.47 0.75 -0.17
N 6.4034 29.8349 12.2355 -0.22 -1.37 -0.34 0.00
C 6.3983 28.4465 12.2934 -0.35 -0.81 1.36 -0.14
H 5.4668 27.0392 13.7826 0.20 0.07 -0.17 0.09
H 4.5796 29.2535 14.9036 -0.01 0.50 -0.10 0.09
H 5.5497 31.3796 13.3635 -0.25 -0.12 0.10 0.11
H 6.7853 30.4303 11.5145 0.02 -0.44 0.10 0.15
H 6.9261 27.7589 11.6492 0.13 0.56 -0.34 0.10
C 9.9138 22.7966 1.8819 1.23 0.37 1.44 -0.12
C 8.8409 21.8868 1.9236 0.19 0.73 1.91 -0.10
C 8.4976 21.8579 3.2797 -1.96 -1.11 0.02 -0.17
N 9.2768 22.6575 4.0608 0.23 -0.56 -2.14 0.01
C 10.1966 23.1945 3.2049 0.25 0.87 -0.52 -0.15
H 10.4985 23.0422 1.0078 0.01 0.16 0.15 0.08
H 8.4327 21.3791 1.0622 -0.25 -0.08 0.41 0.09
H 7.6632 21.3873 3.7784 -0.01 -0.30 -0.26 0.10
H 9.2020 22.8004 5.0578 0.03 -0.11 -0.35 0.15
H 10.9023 23.8660 3.6710 0.28 0.05 -0.62 0.10
C 2.7593 27.6139 7.1330 1.79 1.10 2.05 -0.11
C 1.5118 28.1306 7.5785 0.72 -1.03 1.09 -0.11
C 1.6584 28.3436 8.9563 -0.59 0.31 -0.14 -0.15
N 2.9593 28.1426 9.3405 -0.67 0.06 -1.46 0.00
C 3.6654 27.7739 8.2291 -0.75 -1.39 -0.98 -0.14
H 3.0360 27.1692 6.1885 -0.09 0.37 -0.06 0.08
H 0.6405 28.1717 6.9417 -0.18 0.13 0.46 0.08
H 0.9475 28.5510 9.7425 -0.17 0.30 -0.33 0.10
H 3.3134 28.2281 10.2825 -0.03 0.02 -0.28 0.15
H 4.6863 27.4494 8.3663 0.01 0.11 -0.31 0.10
C 8.4764 23.9538 9.5422 -0.70 0.12 0.14 -0.16
C 8.6764 22.9158 10.4679 -2.49 -2.85 -1.74 -0.08
C 7.7137 21.8788 10.0376 1.59 1.23 2.20 -0.13
N 6.9184 22.3516 9.0627 1.56 2.87 -0.94 0.01
C 7.4108 23.6435 8.7159 -0.26 -0.83 0.26 -0.14
H 9.0108 24.8919 9.5711 -0.08 0.01 -0.28 0.09
H 9.3791 22.8683 11.2866 -0.07 -0.22 -0.20 0.08
H 7.5003 20.8970 10.4336 0.22 0.09 0.21 0.10
H 6.1119 21.9372 8.6179 0.32 -0.20 0.23 0.14
H 6.9873 24.2379 7.9198 -0.15 -0.22 0.09 0.09
C 8.5326 22.6130 15.7886 -0.41 2.37 -1.15 -0.12
C 8.8810 22.1257 17.0135 0.33 -0.99 2.73 -0.16
C 9.3107 23.1369 17.8648 0.05 1.03 -1.86 -0.10
N 9.2476 24.3161 17.0814 -0.15 -1.45 0.30 -0.01
C 8.7516 24.0020 15.8346 0.04 -0.90 0.03 -0.13
H 8.0613 22.0194 15.0193 0.17 0.32 -0.18 0.10
H 8.7008 21.0969 17.2880 0.33 0.00 0.22 0.10
H 9.7372 23.1725 18.8564 -0.20 -0.16 -0.12 0.09
H 9.6065 25.2142 17.3723 -0.24 -0.22 -0.15 0.14
H 8.5558 24.7520 15.0825 0.13 0.03 0.15 0.10
C 5.4405 16.0227 6.8964 0.15 1.84 -0.43 -0.14
C 5.4704 14.7035 6.5306 0.19 -3.00 0.09 -0.14
C 6.5510 14.0760 7.1512 -0.54 0.53 -0.53 -0.13
N 7.2318 15.0588 7.8158 -0.56 0.37 -0.21 0.00
C 6.5604 16.2596 7.6363 1.25 -0.27 1.16 -0.13
H 4.7489 16.7510 6.4993 0.05 0.09 0.30 0.10
H 4.7532 14.1791 5.9165 0.00 0.07 0.03 0.09
H 6.8507 13.0385 7.1468 0.09 0.19 0.00 0.10
H 8.0868 14.9522 8.3427 -0.29 0.01 -0.14 0.15
H 7.0024 17.1194 8.1179 -0.37 0.17 -0.20 0.11
C 0.4946 23.0848 7.1019 0.68 -0.81 0.00 -0.06
C 1.6890 22.1798 7.1352 -0.25 0.14 -0.26 -0.27
N 2.6083 21.4821 7.1520 -0.65 0.56 0.05 0.11
H -0.3603 22.5774 6.6549 0.13 -0.20 0.09 0.08
H 0.6929 23.9571 6.4792 0.17 0.06 0.34 0.08
H 0.2500 23.3342 8.1345 -0.01 0.29 -0.18 0.08
C 13.2940 23.0602 14.6209 -0.44 -1.01 -1.52 -0.07
C 13.0613 21.7156 14.0569 -1.46 -4.86 -1.54 -0.27
N 12.7860 20.6309 13.6309 1.39 4.88 1.85 0.11
H 13.1726 22.9946 15.7021 0.38 0.47 -0.17 0.08
H 12.5380 23.6668 14.1224 -0.21 0.29 0.53 0.08
H 14.2316 23.3856 14.1700 0.29 0.21 0.87 0.08
C 4.1057 14.7079 11.2487 -0.42 0.21 -0.25 -0.08
C 5.0044 15.6482 11.8937 0.63 0.18 0.80 -0.29
N 5.7108 16.3901 12.4218 -0.39 -0.36 -0.38 0.12
H 3.3624 15.3283 10.7481 0.00 -0.25 -0.40 0.08
H 3.5463 14.0752 11.9378 0.33 0.09 0.25 0.08
H 4.6506 14.0784 10.5452 -0.12 0.15 -0.08 0.08
```
Forces are in eV/Å.

Results
LUMO: 0.013 Ha
charge: 0
energy relative to the best compared isomer or geometry (same formula, charge and spin): 66.3 kcal/mol
Kohn-Sham gap: 8.2 eV
highest occupied orbital energy: -0.28672 Eh

Record 2
The following is a quantum chemistry calculation of C34H44N4OTm as an isolated structure at a distorted geometry, from the Open Molecules 2025 dataset.

Geometry as XYZ:
```
84
Properties=species:S:1:pos:R:3:forces:R:3:lowdin_spin:R:1
Tm 0.3492 -0.4309 -0.2068 2.14 -0.35 -0.70 1.05
N 1.5920 -3.6444 4.0861 0.84 -0.14 1.95 0.00
N 0.0807 -2.2708 -2.0533 2.47 1.16 2.41 0.00
C 1.5654 1.9690 -0.2795 0.36 -0.12 0.80 0.06
C 2.5764 1.0101 0.0477 -0.40 0.85 0.35 0.09
C 2.5523 0.8140 1.4810 -1.08 -0.44 -0.66 0.04
C 3.4641 0.1218 2.2674 0.50 1.54 -0.86 0.44
H 4.3165 -0.3424 1.7983 0.11 -0.12 0.31 0.02
H 2.8014 -1.4372 2.9274 -0.24 -2.24 -0.56 0.02
H 3.3809 0.1908 3.3301 0.23 -0.03 0.44 0.02
C 1.3384 1.4313 1.9486 0.64 0.62 -0.60 0.09
C 0.8610 1.3452 3.3446 -0.18 -0.05 0.69 0.02
H 1.4430 1.9830 4.0344 -0.18 -0.09 -0.09 0.01
H 0.9490 0.3140 3.7211 0.01 0.18 -0.04 0.00
H -0.1976 1.6323 3.4396 0.28 0.07 -0.07 0.00
C 0.8331 2.2571 0.9241 0.65 -0.86 -0.35 0.04
C -0.1647 3.3353 1.1424 -0.55 0.05 -0.01 0.00
H -1.0796 2.9078 1.5727 -0.11 0.22 0.00 0.00
H -0.4304 3.8387 0.2095 -0.06 -0.03 0.03 0.00
H 0.1865 4.1121 1.8430 0.01 -0.25 -0.17 0.00
C 3.6345 0.4873 -0.8516 0.52 -0.15 -0.33 0.01
H 4.5034 1.1649 -0.9368 -0.18 -0.11 -0.05 0.01
H 3.2640 0.3023 -1.8743 0.12 0.03 0.22 0.00
H 4.0196 -0.4612 -0.4558 -0.02 0.07 -0.19 0.00
C 1.4353 2.6885 -1.5798 -0.15 0.14 -0.45 0.01
H 0.3869 2.9916 -1.7405 0.35 -0.03 -0.18 0.00
H 1.7323 2.0290 -2.4122 -0.18 0.26 0.08 0.00
H 2.0635 3.6022 -1.6571 -0.22 -0.38 0.12 0.00
C 0.6481 -4.3606 4.6579 -1.22 -0.04 -2.38 0.00
H 0.6619 -4.5443 5.7336 0.23 0.09 -0.13 0.00
C -0.4180 -4.8734 3.8657 0.07 -0.46 0.85 0.00
H -1.1670 -5.5204 4.3094 0.02 -0.06 0.01 0.00
C -0.4577 -4.5780 2.4936 0.52 0.45 -0.49 0.00
H -1.1631 -5.0710 1.8038 0.00 0.49 0.55 0.00
C 0.4653 -3.6719 1.9887 0.02 -1.87 0.02 0.00
H 0.4866 -3.3321 0.9715 -0.38 -0.10 -0.62 0.00
C 1.6033 -3.3258 2.7640 0.15 3.13 0.49 0.01
C 2.5346 -2.3349 2.3040 -1.18 -1.51 2.60 0.05
H 2.4516 -2.2208 1.2813 0.13 0.80 -2.40 0.00
C -0.2812 -1.0955 -2.5897 0.62 -2.07 1.19 0.00
C 1.1268 -2.7820 -2.8256 -2.02 -0.38 0.00 0.00
H 1.9126 -3.3804 -2.4284 -0.11 -1.14 0.01 0.00
C 1.0198 -2.2163 -4.0346 0.48 0.22 -0.11 0.00
H 1.4289 -2.6007 -4.9329 0.18 0.23 -0.54 0.00
N 0.1793 -1.1092 -3.8688 0.10 -0.83 -0.45 0.00
C 0.0991 0.0656 -4.5957 0.75 0.78 0.44 0.00
C 1.2037 0.4797 -5.3560 -0.47 0.79 -0.03 0.00
C 1.1181 1.7439 -5.9519 -0.29 -0.50 0.09 0.00
H 1.9207 2.0525 -6.6192 -0.09 0.11 0.11 0.00
C 0.0376 2.5893 -5.7122 -0.07 -0.61 0.42 0.00
C -0.1098 3.8344 -6.4904 0.04 0.29 -0.15 0.00
H -0.6291 4.5912 -5.9254 -0.18 0.39 0.17 0.00
H -0.6742 3.6459 -7.3962 -0.19 0.01 -0.28 0.00
H 0.8596 4.2038 -6.7813 0.36 0.33 -0.17 0.00
C -0.9223 2.2293 -4.7627 0.22 -0.69 -0.36 0.00
H -1.7124 2.9139 -4.4745 0.04 0.11 -0.09 0.00
C -0.9173 0.9567 -4.1949 0.38 0.16 -0.29 0.00
C -1.8975 0.6283 -3.1054 -2.33 0.10 0.25 0.00
H -2.0420 -0.4694 -2.8780 -0.01 1.85 -0.48 0.00
H -2.8860 1.0312 -3.3825 0.02 0.34 -0.25 0.00
H -1.6529 1.1438 -2.1439 0.09 -0.61 -0.67 0.00
C 2.5213 -0.2467 -5.3818 0.61 -0.29 -0.71 0.00
H 2.4413 -1.3277 -5.5415 0.19 0.74 0.09 0.00
H 3.1222 -0.0765 -4.4634 -0.50 -0.12 -0.38 0.00
H 3.1127 0.1225 -6.2310 -0.04 0.16 0.23 0.00
O -1.2811 -0.2550 1.0704 -4.18 -0.09 3.81 0.00
C -2.1745 -0.3803 2.0103 2.36 -0.13 -2.58 0.00
C -1.8967 -1.1467 3.2608 0.28 -0.16 0.04 0.00
C -2.1679 -0.3529 4.5477 0.14 -0.08 0.28 0.00
C -3.6228 -0.2606 4.9990 0.18 0.16 0.09 0.00
C -4.5331 0.4732 4.0262 -0.26 0.08 0.14 0.00
C -4.5776 -0.1447 2.6382 0.38 0.18 -0.38 0.00
N -3.3793 0.1258 1.7991 -0.94 0.20 0.01 0.00
H -2.5095 -2.0648 3.2038 0.20 0.18 0.18 0.00
H -0.8457 -1.4708 3.2282 -0.34 0.06 -0.09 0.00
H -1.5916 -0.8273 5.3527 -0.07 0.07 -0.22 0.00
H -1.7593 0.6602 4.4400 -0.05 -0.19 0.01 0.00
H -4.0236 -1.2613 5.1988 0.05 0.02 -0.10 0.00
H -3.6381 0.2761 5.9539 -0.06 -0.10 -0.03 0.00
H -5.5547 0.4452 4.4267 0.07 0.02 -0.09 0.00
H -4.2639 1.5339 3.9585 0.08 -0.13 -0.07 0.00
H -4.7308 -1.2286 2.7325 0.08 0.15 -0.15 0.00
H -5.4258 0.2649 2.0875 0.10 -0.08 -0.03 0.00
H -3.5060 0.5780 0.8898 0.08 -0.28 0.56 0.00
```
Forces are in eV/Å.

Results
multiplicity: 3
LUMO (spin up / spin down): 0.074 / 0.074 Ha
charge: -1
<S²>: 2.0261
Kohn-Sham gap (spin up / spin down): 4.1 / 4.1 eV
highest occupied orbital energy (spin up / spin down): -0.07835 / -0.07606 Eh

Number 1: electronic energy -1869.33068 Eh. Number 2: electronic energy -2701.26493 Eh.